C35H33BN2O5 | ωB97M-V/def2-TZVPD

Results
net charge = 0
E = -1863.0779 Ha
SMILES string = Cc1ccc(C(C)C)c(OCc2cccc3c2C(=O)c2ccc(B(O)O)cc2C3=O)c1.c1ccncc1.c1ccncc1
HOMO-LUMO gap = 6.2 eV
HOMO energy = -8.18 eV
energy relative to the best compared isomer or geometry (same formula, charge and spin) = 2699.3 kJ/mol
multiplicity = 1
maximum force = 8.76 eV/Å

Positions of all 76 atoms, in Å:
1 C -5.2658 4.4681 -0.4443
2 C -4.5459 3.2178 -1.2229
3 C -5.5049 2.3200 -2.2545
4 C -4.8458 1.0410 -3.0952
5 C -3.2487 0.6039 -2.9869
6 C -2.6002 -0.6564 -3.8228
7 C -1.2695 -0.2773 -4.7090
8 C -3.6944 -1.3027 -4.9096
9 C -2.3367 1.5196 -1.9294
10 O -0.9073 1.1229 -1.8316
11 C -0.5571 0.8075 -0.4130
12 C 0.2814 -0.6106 -0.2793
13 C 0.3511 -1.7823 -1.4380
14 C 1.2034 -3.2082 -1.2755
15 C 2.0816 -3.4716 0.1045
16 C 2.0140 -2.3070 1.2682
17 C 1.1245 -0.8978 1.1244
18 C 1.1157 0.1669 2.4143
19 O 1.2109 1.4939 2.2930
20 C 1.0177 -0.5785 3.9085
21 C 0.0682 0.0027 5.1152
22 C 0.0006 -0.8266 6.5347
23 C 0.9094 -2.2027 6.6557
24 B 0.8066 -3.0569 8.0699
25 O 1.6036 -4.3071 8.2847
26 O -0.1572 -2.5423 9.1020
27 C 1.8717 -2.8045 5.4655
28 C 1.9266 -1.9752 4.0517
29 C 2.8153 -2.4766 2.7265
30 O 4.0817 -2.9384 2.8209
31 C -2.9441 2.7847 -1.0515
32 H -4.7363 4.8151 0.5403
33 H -6.3532 4.1240 -0.1674
34 H -5.3344 5.4252 -1.1476
35 H -6.6567 2.5537 -2.4052
36 H -5.6067 0.4419 -3.7895
37 H -2.3893 -1.5097 -3.0270
38 H -0.2988 -0.1538 -4.0263
39 H -1.4233 0.7807 -5.2198
40 H -1.0070 -1.1339 -5.4722
41 H -3.1239 -2.2339 -5.3880
42 H -4.6278 -1.7121 -4.3285
43 H -4.0112 -0.5243 -5.7273
44 H -1.5321 0.6674 0.2447
45 H 0.0725 1.7501 -0.0419
46 H -0.2360 -1.6719 -2.4623
47 H 1.1788 -4.0196 -2.1366
48 H 2.6918 -4.4821 0.2207
49 H -0.5850 0.9645 4.9766
50 H -0.7060 -0.4349 7.3915
51 H 1.1036 -4.9969 7.7320
52 H -1.0330 -2.5091 8.5771
53 H 2.4925 -3.8149 5.5824
54 H -2.3087 3.4268 -0.2862
55 N 1.3470 -0.9931 -6.6525
56 C 2.6327 -1.3935 -6.7618
57 C 3.1794 -1.9219 -7.9202
58 C 2.3585 -2.0525 -9.0353
59 C 1.0292 -1.6507 -8.9533
60 C 0.5748 -1.1305 -7.7522
61 H 3.2319 -1.2745 -5.8638
62 H 4.2198 -2.2247 -7.9521
63 H 2.7512 -2.4637 -9.9607
64 H 0.3636 -1.7399 -9.8043
65 H -0.4538 -0.7994 -7.6391
66 N 4.7499 3.0906 5.9575
67 C 4.2369 4.2143 6.5048
68 C 3.0191 4.7638 6.1373
69 C 2.2818 4.1261 5.1453
70 C 2.7845 2.9679 4.5612
71 C 4.0106 2.4927 4.9981
72 H 4.8510 4.6769 7.2720
73 H 2.6545 5.6673 6.6127
74 H 1.3233 4.5279 4.8299
75 H 2.2345 2.4477 3.7852
76 H 4.4437 1.5903 4.5758


C35H33Cl2N2O5SSiTa | ωB97M-V/def2-TZVPD

Results
net charge = +2
E = -3504.0243 Ha
HOMO-LUMO gap = 7.0 eV
HOMO energy = -13.99 eV
energy relative to the best compared isomer or geometry (same formula, charge and spin) = 49.8 kJ/mol
multiplicity = 1
maximum force = 0.30 eV/Å

Positions of all 80 atoms, in Å:
1 Ta -0.3887 -0.0772 0.4352
2 Cl 6.2635 2.7903 -0.2561
3 C 4.8162 1.8667 -0.2960
4 C 4.8987 0.4715 -0.3275
5 C 3.7646 -0.3176 -0.3302
6 Cl 3.9131 -2.0231 -0.4383
7 C 2.5070 0.2771 -0.2555
8 O 1.4081 -0.4814 -0.1909
9 C 2.4254 1.6890 -0.2914
10 C 1.1764 2.3312 -0.4262
11 O 0.0496 1.7559 -0.3903
12 C 3.5922 2.4799 -0.3129
13 H 5.8713 -0.0028 -0.3554
14 H 1.1560 3.4055 -0.6150
15 H 3.5132 3.5595 -0.3373
16 C -8.2976 -1.1524 -2.5657
17 C -6.9048 -0.9910 -2.0400
18 C -6.6948 -0.6697 -0.6916
19 C -5.4247 -0.4852 -0.1948
20 C -4.3484 -0.6318 -1.0734
21 C -4.5155 -0.9535 -2.4186
22 C -5.8020 -1.1340 -2.8856
23 S -2.7752 -0.3737 -0.4673
24 O -2.5003 0.9565 0.1217
25 O -1.7150 -0.6079 -1.4793
26 N -2.3099 -1.2375 0.8103
27 C -1.6990 -2.4970 0.6307
28 C -2.2492 -3.7573 0.6425
29 C -1.3599 -4.8190 0.5334
30 C 0.0115 -4.5926 0.4264
31 C 0.4828 -3.2984 0.4187
32 N -0.3811 -2.2783 0.5191
33 H -8.9428 -1.6336 -1.8322
34 H -8.3137 -1.7321 -3.4861
35 H -8.7238 -0.1699 -2.7814
36 H -7.5460 -0.5628 -0.0318
37 H -5.2644 -0.2321 0.8461
38 H -3.6597 -1.0571 -3.0719
39 H -5.9565 -1.3879 -3.9260
40 H -3.3156 -3.8969 0.7456
41 H -1.7349 -5.8341 0.5386
42 H 0.7051 -5.4167 0.3474
43 H 1.5290 -3.0412 0.3279
44 C -1.6702 0.7895 4.8104
45 C -0.2562 0.2021 4.9366
46 C -0.3280 -1.3270 4.8607
47 C 0.3600 0.6229 6.2810
48 Si 0.7867 0.9432 3.5758
49 O -0.0558 0.4434 2.1047
50 C 0.7356 2.7907 3.4774
51 C 1.5415 3.5525 4.3329
52 C 1.5013 4.9387 4.3028
53 C 0.6533 5.5898 3.4168
54 C -0.1644 4.8525 2.5717
55 C -0.1251 3.4649 2.6057
56 C 2.4928 0.2541 3.2924
57 C 2.7067 -1.1280 3.1946
58 C 3.9828 -1.6452 3.0345
59 C 5.0751 -0.7887 2.9656
60 C 4.8834 0.5836 3.0375
61 C 3.6034 1.0994 3.1944
62 H -2.2881 0.4229 5.6343
63 H -2.1552 0.4891 3.8773
64 H -1.6686 1.8803 4.8595
65 H -1.0367 -1.6922 5.6089
66 H 0.6344 -1.7939 5.0727
67 H -0.6817 -1.6771 3.8845
68 H -0.2345 0.2088 7.0997
69 H 0.3663 1.7087 6.4024
70 H 1.3825 0.2547 6.3990
71 H 2.2065 3.0663 5.0392
72 H 2.1276 5.5106 4.9746
73 H 0.6201 6.6711 3.3961
74 H -0.8454 5.3578 1.8988
75 H -0.8008 2.9138 1.9609
76 H 1.8712 -1.8166 3.2600
77 H 4.1310 -2.7160 2.9782
78 H 6.0743 -1.1930 2.8631
79 H 5.7321 1.2546 2.9859
80 H 3.4747 2.1737 3.2496


no.,LUMO (eV)
1,-1.936
2,-7.002